Entry 1:
This record from the OMol25 dataset describes a 2-piece molecular cluster, C4H8O overall. The level of theory is wB97M-V/def2-TZVPD.

Last column: Mulliken charge in e.
Cartesian coordinates (Å):
C  -1.58979  0.76034  0.73814  -0.74
C  0.26733  -0.14665  -0.42351  -0.31
C  0.96498  -1.45618  -0.67501  -1.07
C  0.84995  0.95844  0.18449  0.08
O  0.13409  1.86076  0.69399  -0.54
H  -2.12363  -0.01042  0.19476  0.37
H  -1.32864  0.48080  1.75085  0.30
H  -2.04192  1.74281  0.63540  0.28
H  -0.49874  0.14827  -1.13752  0.43
H  1.23477  -1.60514  -1.73010  0.27
H  0.31713  -2.29328  -0.38735  0.26
H  1.87501  -1.54025  -0.06905  0.33
H  1.93946  1.10049  0.22493  0.36

orbital gap (spin up / spin down): 7.71 / 7.71 eV
ΔE to the lowest compared entry with this formula, charge and spin: 103.41 kcal/mol
strongest force on any atom: 0.35 eV/Å
2S+1: 1

---

Entry 2:
This record from the OMol25 dataset describes C35H47BrCrN4P2 as an isolated structure. The level of theory is wB97M-V/def2-TZVPD.

Last column: Mulliken spin population.
Cartesian coordinates (Å):
N  -5.19295  3.07616  -3.92679  0.00
C  -5.10838  3.35060  -2.62527  0.00
C  -4.18407  2.72944  -1.78452  0.00
C  -3.21180  1.83675  -2.31821  0.03
C  -3.39081  1.49870  -3.69260  -0.01
C  -4.37020  2.16700  -4.44489  0.00
C  -2.06438  1.44727  -1.51449  0.16
Cr  -0.20411  0.05795  -0.50589  3.86
P  3.18798  -0.66577  -0.31338  0.00
C  -0.75741  1.18658  -2.11164  -0.08
C  0.33331  2.18824  -1.98307  0.00
C  1.33094  2.25543  -2.96904  0.01
C  2.29975  3.25055  -2.93748  0.01
C  2.29023  4.17536  -1.88368  -0.01
C  1.22634  4.19453  -0.96708  0.02
C  0.28281  3.16528  -0.97323  0.00
Br  3.57021  5.49620  -1.84452  0.00
H  -2.13614  1.70580  -0.43507  0.00
H  -0.74020  0.63369  -3.06167  0.02
H  -4.19635  2.99272  -0.73040  0.00
H  -2.78228  0.74121  -4.18240  0.00
H  -5.80481  4.09895  -2.24378  0.00
H  -4.49876  1.96689  -5.51240  0.00
H  1.31370  1.53902  -3.80298  0.00
H  -0.55566  3.18619  -0.27560  -0.02
H  3.05911  3.29934  -3.71169  0.00
H  1.15869  5.00238  -0.25264  0.00
P  -0.82486  -2.28352  -1.09671  -0.01
C  4.09580  0.95508  -0.21880  0.01
C  5.54333  0.92702  -0.71714  0.00
H  4.08486  1.23230  0.84656  0.00
H  3.49961  1.70439  -0.76442  0.00
H  5.96169  1.94077  -0.66770  0.00
H  6.15863  0.28483  -0.07837  0.00
H  5.63818  0.56947  -1.74864  0.00
C  2.69276  -0.63828  -2.06119  0.10
C  3.72887  -1.37069  -2.91470  0.01
H  2.60912  0.41060  -2.36210  -0.02
H  1.69933  -1.09798  -2.15844  -0.03
H  3.34385  -1.51554  -3.93020  0.00
H  4.66703  -0.80861  -2.98467  0.00
H  3.97062  -2.35984  -2.50501  0.00
C  1.85948  -0.43066  0.89805  0.08
C  2.29780  -1.11438  2.19712  0.01
H  0.91491  -0.96655  0.56588  -0.08
H  1.74260  0.66172  1.02006  -0.03
H  1.42858  -1.38611  2.80686  0.00
H  2.84637  -2.03837  1.97135  0.00
H  2.95341  -0.46765  2.79452  0.00
C  -0.89290  -3.37225  0.39854  0.01
C  -1.86550  -4.55102  0.47355  0.00
H  -1.07199  -2.70613  1.25321  0.00
H  0.13594  -3.74798  0.50669  0.00
H  -2.90823  -4.24616  0.62197  0.00
H  -1.82653  -5.20437  -0.40525  0.00
H  -1.58589  -5.16747  1.33887  0.00
C  0.29445  -3.18640  -2.23736  -0.01
C  0.36980  -2.70390  -3.68050  0.01
H  -0.06823  -4.22245  -2.20675  0.00
H  1.28424  -3.19015  -1.76919  0.00
H  -0.51534  -3.02298  -4.24312  0.00
H  0.45800  -1.61801  -3.79662  0.00
H  1.24448  -3.14904  -4.17450  0.00
C  -2.41506  -2.60714  -1.91538  -0.04
C  -3.62050  -1.99924  -1.21729  0.06
H  -2.50083  -3.70268  -1.98892  -0.01
H  -2.33732  -2.23139  -2.94412  0.00
H  -4.43910  -2.72838  -1.17697  0.00
H  -3.40039  -1.68566  -0.19205  -0.02
H  -3.98075  -1.11206  -1.74968  0.00
N  1.53385  0.80174  9.86505  0.00
C  1.03791  0.68599  8.80700  0.00
C  0.45665  0.54836  7.49875  0.00
C  -0.88578  0.17469  7.34026  0.00
C  -1.44918  0.10094  6.05880  0.00
C  -0.66006  0.41760  4.94475  0.00
C  0.68700  0.76525  5.10059  0.00
C  1.24936  0.80562  6.37415  0.00
N  -1.19110  0.35810  3.63793  0.01
C  -2.48066  -0.01544  3.23427  0.02
C  -2.44706  -0.14088  1.88295  0.06
N  -1.16055  0.17734  1.42329  -0.16
C  -0.47280  0.54209  2.50679  0.04
H  -1.48277  -0.05921  8.22115  0.00
H  -2.49171  -0.19056  5.93597  0.00
H  1.31763  1.01686  4.24638  0.00
H  2.30804  1.04653  6.48548  0.00
H  -3.28211  -0.16500  3.93549  0.00
H  -3.24833  -0.42334  1.21368  0.00
H  0.53653  0.92369  2.50424  0.03

<S²>: 6.061
net charge: +2
orbital gap (spin up / spin down): 5.64 / 5.52 eV
ΔE to the lowest compared entry with this formula, charge and spin: 0.00 kcal/mol
strongest force on any atom: 3.06 eV/Å
2S+1: 5

---

Number 1: total energy -232.28083 a.u.. Number 2: total energy -5881.45811 a.u..